A 10-piece molecular cluster, C40H50N10 overall at a distorted geometry, computed with ωB97M-V/def2-TZVPD.

Atoms and positions in Å:
N: 8.58989 -20.52426 25.07492
C: 8.07094 -19.29144 25.26962
C: 6.86742 -19.28178 24.51310
C: 6.69991 -20.53714 23.86554
C: 7.74204 -21.28587 24.25253
H: 9.50195 -20.87693 25.32478
H: 8.62637 -18.51085 25.76361
H: 6.18057 -18.45295 24.61463
H: 5.90008 -20.84357 23.21178
H: 8.09595 -22.28804 24.06844
N: 9.08476 -16.77055 23.54273
C: 8.14201 -15.76923 23.49646
C: 8.66884 -14.62980 22.99152
C: 10.02559 -14.91622 22.70454
C: 10.24449 -16.22572 23.02642
H: 8.90028 -17.74205 23.73750
H: 7.15991 -16.07231 23.83265
H: 8.16704 -13.68428 22.86602
H: 10.74008 -14.21651 22.30005
H: 11.15591 -16.79768 23.10689
N: 14.50150 -14.60268 21.31808
C: 13.81516 -15.36681 22.24492
C: 14.75262 -16.04789 22.97788
C: 16.09353 -15.58162 22.62212
C: 15.82790 -14.69250 21.63009
H: 14.05382 -13.84379 20.83285
H: 12.75015 -15.38807 22.40408
H: 14.54863 -16.75281 23.77017
H: 16.99733 -15.96899 23.05796
H: 16.49093 -14.03481 21.08537
N: 4.51153 -15.16479 26.05620
C: 4.12622 -16.43710 25.69314
C: 4.13910 -16.53944 24.29864
C: 4.45452 -15.22976 23.85082
C: 4.65045 -14.43563 24.95285
H: 4.34106 -14.81482 26.98376
H: 3.89892 -17.17857 26.44311
H: 3.87243 -17.37683 23.67492
H: 4.47404 -14.99368 22.79742
H: 4.86870 -13.37896 24.92208
N: 13.00435 -17.76453 20.08495
C: 11.85091 -18.39629 20.46699
C: 11.31746 -19.03447 19.36002
C: 12.28459 -18.96618 18.36582
C: 13.28371 -18.10481 18.79506
H: 13.59026 -17.24929 20.72261
H: 11.51764 -18.19926 21.47246
H: 10.41254 -19.61848 19.30121
H: 12.37271 -19.45416 17.40734
H: 14.27755 -17.83115 18.47479
N: 8.94316 -8.32736 23.02174
C: 9.89531 -8.64934 23.95690
C: 10.39675 -9.89185 23.66181
C: 9.69365 -10.36443 22.55699
C: 8.84161 -9.36908 22.14062
H: 8.33483 -7.53749 23.15012
H: 10.15767 -7.96342 24.74647
H: 11.26980 -10.24672 24.18754
H: 9.80633 -11.36890 22.17768
H: 8.09271 -9.31771 21.36665
N: 6.28188 -11.17546 23.93868
C: 6.81474 -10.46009 24.95225
C: 5.89717 -9.48206 25.25899
C: 4.83664 -9.53681 24.33089
C: 5.05588 -10.68152 23.56974
H: 6.74089 -11.94297 23.47804
H: 7.78864 -10.69257 25.35047
H: 6.07398 -8.74878 26.03172
H: 3.95169 -8.92753 24.24398
H: 4.49280 -11.08088 22.74218
N: 7.83042 -15.17299 26.41434
C: 7.28018 -15.90963 27.42979
C: 6.80195 -14.89974 28.29750
C: 7.17168 -13.62780 27.80812
C: 7.84988 -13.82963 26.60271
H: 8.30103 -15.59076 25.62052
H: 7.24393 -16.98412 27.37846
H: 6.31187 -15.16531 29.22300
H: 6.93629 -12.73165 28.36009
H: 8.29887 -13.11156 25.93820
N: 11.05699 -22.01254 23.48882
C: 10.92947 -20.79746 22.89511
C: 11.64665 -19.90008 23.70006
C: 12.22266 -20.60720 24.77184
C: 11.83555 -21.91732 24.68281
H: 10.56480 -22.82346 23.15357
H: 10.37548 -20.67276 21.97958
H: 11.69385 -18.83931 23.51317
H: 12.80673 -20.14778 25.55360
H: 11.99725 -22.75668 25.33757
N: 4.72961 -16.59217 19.40725
C: 5.74127 -16.22882 20.28059
C: 6.15230 -17.34240 21.02104
C: 5.46893 -18.42624 20.43920
C: 4.48666 -17.92704 19.57835
H: 4.30212 -16.02197 18.69955
H: 6.16420 -15.23738 20.32627
H: 6.89523 -17.29894 21.79874
H: 5.54511 -19.46296 20.73227
H: 3.93983 -18.53147 18.87134

Atoms 1-6, force components in eV/Å:
-0.547 -1.479 -0.721
-1.575 -0.532 -1.724
0.975 1.133 1.384
-0.696 0.933 0.257
2.693 -0.277 1.199
0.038 0.305 0.168

Output
HOMO level (eV): -7.6984
2S+1: 1
Strongest force on any atom (eV Å⁻¹): 3.1
Total energy (eV): -57188.1174
Energy relative to the best compared isomer or geometry (same formula, charge and spin) (kcal/mol): 49.0
HOMO-LUMO gap (eV): 8.298
SMILES string: c1cc[nH]c1.c1cc[nH]c1.c1cc[nH]c1.c1cc[nH]c1.c1cc[nH]c1.c1cc[nH]c1.c1cc[nH]c1.c1cc[nH]c1.c1cc[nH]c1.c1cc[nH]c1

Atomic partial charges in e from the Löwdin method, atoms 1 to 99: number 1, N, carries 0.016; number 2, C, carries -0.141; number 3, C, carries -0.095; number 4, C, carries -0.102; number 5, C, carries -0.137; number 6, H, carries 0.112; number 7, H, carries 0.101; number 8, H, carries 0.066; number 9, H, carries 0.095; number 10, H, carries 0.101; number 11, N, carries 0.054; number 12, C, carries -0.196; number 13, C, carries -0.093; number 14, C, carries -0.095; number 15, C, carries -0.139; number 16, H, carries 0.101; number 17, H, carries 0.103; number 18, H, carries 0.082; number 19, H, carries 0.085; number 20, H, carries 0.073; number 21, N, carries 0.023; number 22, C, carries -0.159; number 23, C, carries -0.105; number 24, C, carries -0.069; number 25, C, carries -0.170; number 26, H, carries 0.148; number 27, H, carries 0.076; number 28, H, carries 0.088; number 29, H, carries 0.091; number 30, H, carries 0.109; number 31, N, carries 0.023; number 32, C, carries -0.131; number 33, C, carries -0.108; number 34, C, carries -0.125; number 35, C, carries -0.166; number 36, H, carries 0.144; number 37, H, carries 0.103; number 38, H, carries 0.090; number 39, H, carries 0.081; number 40, H, carries 0.097; number 41, N, carries 0.019; number 42, C, carries -0.133; number 43, C, carries -0.113; number 44, C, carries -0.126; number 45, C, carries -0.135; number 46, H, carries 0.107; number 47, H, carries 0.064; number 48, H, carries 0.089; number 49, H, carries 0.090; number 50, H, carries 0.105; number 51, N, carries 0.021; number 52, C, carries -0.148; number 53, C, carries -0.131; number 54, C, carries -0.132; number 55, C, carries -0.138; number 56, H, carries 0.146; number 57, H, carries 0.106; number 58, H, carries 0.094; number 59, H, carries 0.082; number 60, H, carries 0.107; number 61, N, carries 0.005; number 62, C, carries -0.153; number 63, C, carries -0.123; number 64, C, carries -0.105; number 65, C, carries -0.136; number 66, H, carries 0.123; number 67, H, carries 0.104; number 68, H, carries 0.088; number 69, H, carries 0.087; number 70, H, carries 0.103; number 71, N, carries -0.005; number 72, C, carries -0.105; number 73, C, carries -0.143; number 74, C, carries -0.113; number 75, C, carries -0.123; number 76, H, carries 0.097; number 77, H, carries 0.097; number 78, H, carries 0.083; number 79, H, carries 0.087; number 80, H, carries 0.095; number 81, N, carries 0.004; number 82, C, carries -0.127; number 83, C, carries -0.118; number 84, C, carries -0.123; number 85, C, carries -0.109; number 86, H, carries 0.138; number 87, H, carries 0.111; number 88, H, carries 0.057; number 89, H, carries 0.097; number 90, H, carries 0.101; number 91, N, carries 0.008; number 92, C, carries -0.133; number 93, C, carries -0.098; number 94, C, carries -0.117; number 95, C, carries -0.143; number 96, H, carries 0.142; number 97, H, carries 0.101; number 98, H, carries 0.065; number 99, H, carries 0.080

One molecule with the formula C9H10O4 at a distorted geometry, computed with ωB97M-V/def2-TZVPD.

Atoms and positions in Å:
C: 0.77186 -1.32005 3.04835
C: 0.66270 -2.27605 1.83739
C: 0.61621 -0.24529 0.48491
C: -0.23336 0.59888 -0.26571
C: -1.49183 0.22708 -0.86513
C: -1.79450 0.81261 -2.15850
C: -1.16326 1.83536 -2.68461
C: -0.03275 2.23680 -2.16655
C: 0.55339 1.51214 -1.08896
H: 1.07152 -0.17927 2.53152
H: -0.13972 -1.35439 3.51478
H: 1.58252 -1.82698 3.62908
H: 1.58761 -2.53731 1.39209
H: 0.20024 -3.22605 1.81891
H: -1.80609 -1.30148 0.14278
H: -2.83194 0.58976 -2.66446
H: -1.40407 2.37586 -3.70692
H: 0.42061 3.10496 -2.58744
H: 2.19997 1.42021 -0.20000
O: 0.00789 -1.52912 0.71078
O: 1.85065 -0.20310 0.66874
O: -2.40758 -0.58966 -0.40573
O: 1.77990 1.87510 -0.98532

Atoms 1-6, force components in eV/Å:
3.057 0.454 -3.171
0.236 2.445 -1.929
1.727 -4.429 -0.397
1.078 0.993 -2.296
0.433 2.489 -3.391
-5.516 -3.723 1.979

Output
HOMO level (eV): -8.0792
2S+1: 1
Strongest force on any atom (eV Å⁻¹): 6.9
Total energy (eV): -17682.0409
Energy relative to the best compared isomer or geometry (same formula, charge and spin) (kcal/mol): 84.7
HOMO-LUMO gap (eV): 8.255
SMILES string: CCOC(=O)c1c(O)cccc1O

How positive or negative is each atom? The Löwdin charges in e answer that: number 1, C, carries -0.039; number 2, C, carries -0.167; number 3, C, carries -0.390; number 4, C, carries 0.014; number 5, C, carries -0.265; number 6, C, carries -0.049; number 7, C, carries -0.163; number 8, C, carries -0.053; number 9, C, carries -0.246; number 10, H, carries 0.162; number 11, H, carries 0.028; number 12, H, carries 0.092; number 13, H, carries 0.093; number 14, H, carries 0.106; number 15, H, carries 0.189; number 16, H, carries 0.153; number 17, H, carries 0.165; number 18, H, carries 0.114; number 19, H, carries 0.132; number 20, O, carries -0.093; number 21, O, carries 0.039; number 22, O, carries 0.060; number 23, O, carries 0.118

C18H25N5O2 as an isolated structure at a distorted geometry, computed with ωB97M-V/def2-TZVPD.

Atoms and positions in Å:
C: -6.69845 1.11039 -3.43276
C: -6.45662 2.58708 -3.28418
C: -5.13246 2.88539 -2.77314
O: -4.67991 4.08932 -2.60914
N: -4.00568 1.89403 -2.62007
C: -2.73243 1.90390 -1.91512
C: -2.09390 0.74221 -1.66359
C: -0.87107 0.48833 -1.42273
N: -0.02186 -0.57466 -1.14227
C: 1.05679 0.08685 -0.71197
N: 0.92827 1.24964 -0.49668
C: -0.19245 1.61205 -1.03173
C: -0.71243 3.08993 -1.33965
C: -2.22075 2.99928 -1.60650
H: -2.60696 3.90265 -1.88942
H: -0.28776 3.99508 -0.82586
C: 2.14604 2.43812 -0.19203
H: 2.79765 1.79046 0.54726
H: 2.49422 2.61573 -1.10338
H: 1.61205 3.13301 0.50898
C: 2.30789 -0.83371 -0.36021
N: 2.64569 -0.54980 1.28202
C: 3.83301 -1.18666 1.51111
C: 3.77798 -2.62325 1.84961
N: 2.73432 -3.15874 2.51376
C: 2.90112 -3.42061 3.84849
O: 2.17554 -3.38437 4.63262
C: 4.23471 -4.06666 4.21917
H: 5.14240 -3.09520 4.34460
H: 4.31090 -4.31692 5.23762
H: 4.60174 -4.81129 3.48718
C: 1.56957 -2.41519 2.20669
C: 1.58450 -0.84417 2.06483
H: 0.78689 -0.37236 1.67509
H: 1.98598 -0.31731 2.98978
H: 0.64269 -2.63995 3.19121
H: 1.14414 -2.93344 1.24795
H: 4.69786 -2.91869 2.19240
H: 3.49057 -3.17827 0.76307
H: 4.63073 -1.02342 0.82292
H: 4.21253 -0.48471 2.42527
H: 3.08691 -0.46277 -0.67060
H: 2.09282 -1.81510 -0.45553
H: -2.59589 -0.22526 -2.03652
H: -4.45443 0.78555 -2.58713
H: -7.12607 3.00457 -2.56653
H: -6.50959 3.23301 -4.14772
H: -6.59058 0.62736 -2.64540
H: -6.02043 0.52649 -4.29348
H: -7.61580 0.86210 -3.73831

Atoms 1-6, force components in eV/Å:
3.177 2.557 -8.725
0.313 -1.013 -0.086
8.584 4.104 1.941
-2.992 -3.933 -0.589
-5.283 -4.761 -0.026
-5.412 -4.287 -2.100

Output
HOMO level (eV): -7.7625
2S+1: 1
Strongest force on any atom (eV Å⁻¹): 18.7
Total energy (eV): -30602.7524
Energy relative to the best compared isomer or geometry (same formula, charge and spin) (kcal/mol): 332.5
HOMO-LUMO gap (eV): 8.233

How positive or negative is each atom? The Löwdin charges in e answer that: number 1, C, carries -0.085; number 2, C, carries -0.155; number 3, C, carries -0.338; number 4, O, carries -0.028; number 5, N, carries 0.113; number 6, C, carries -0.334; number 7, C, carries -0.023; number 8, C, carries -0.287; number 9, N, carries 0.196; number 10, C, carries -0.389; number 11, N, carries 0.032; number 12, C, carries -0.181; number 13, C, carries 0.124; number 14, C, carries -0.055; number 15, H, carries 0.068; number 16, H, carries 0.082; number 17, C, carries 0.160; number 18, H, carries 0.107; number 19, H, carries 0.025; number 20, H, carries 0.096; number 21, C, carries 0.096; number 22, N, carries -0.189; number 23, C, carries -0.250; number 24, C, carries -0.228; number 25, N, carries -0.095; number 26, C, carries -0.657; number 27, O, carries 0.204; number 28, C, carries 0.010; number 29, H, carries 0.169; number 30, H, carries 0.040; number 31, H, carries 0.083; number 32, C, carries -0.118; number 33, C, carries -0.192; number 34, H, carries 0.079; number 35, H, carries 0.154; number 36, H, carries 0.214; number 37, H, carries 0.145; number 38, H, carries 0.077; number 39, H, carries 0.191; number 40, H, carries 0.118; number 41, H, carries 0.173; number 42, H, carries 0.010; number 43, H, carries 0.061; number 44, H, carries 0.157; number 45, H, carries 0.187; number 46, H, carries 0.125; number 47, H, carries 0.133; number 48, H, carries -0.019; number 49, H, carries 0.164; number 50, H, carries 0.030

One molecule with the formula C2H8N2OSi at a distorted geometry, computed with ωB97M-V/def2-TZVPD.

Atoms and positions in Å:
C: -2.14717 0.35120 0.25998
C: -1.14040 -0.43778 0.59299
N: 1.59392 -1.22817 0.65146
N: 0.79689 -0.18838 -1.74000
O: 0.95497 1.58362 0.75047
Si: 0.54442 -0.03168 -0.01526
H: -3.16004 0.12159 0.43772
H: -1.84398 1.09678 -0.46564
H: -1.29723 -1.34350 1.18068
H: 2.44413 -0.88264 0.53167
H: 1.35962 -1.48526 1.58810
H: 1.70959 0.11522 -2.14733
H: 0.06955 0.19826 -2.22010
H: 0.11573 2.13075 0.59525

Atoms 1-6, force components in eV/Å:
1.193 -0.314 -1.071
-0.046 -0.481 0.033
-4.817 -0.770 -0.221
2.665 -0.174 1.991
-2.535 -1.459 -2.022
1.485 1.049 1.231

Output
HOMO level (eV): -9.8165
2S+1: 1
Strongest force on any atom (eV Å⁻¹): 5.3
Total energy (eV): -15110.6618
Energy relative to the best compared isomer or geometry (same formula, charge and spin) (kcal/mol): 8.5
HOMO-LUMO gap (eV): 10.437
SMILES string: C=C[Si](N)(N)O

How positive or negative is each atom? The Löwdin charges in e answer that: number 1, C, carries -0.060; number 2, C, carries -0.203; number 3, N, carries -0.015; number 4, N, carries -0.029; number 5, O, carries -0.250; number 6, Si, carries 0.345; number 7, H, carries 0.043; number 8, H, carries 0.042; number 9, H, carries 0.066; number 10, H, carries -0.042; number 11, H, carries 0.032; number 12, H, carries 0.063; number 13, H, carries -0.033; number 14, H, carries 0.041